[1]
{"formula": "C5H13NO", "method": "ωB97M-V with the def2-TZVPD basis set", "spin_multiplicity": 2, "charge": -1, "homo_lumo_gap_ev": [3.50, 8.08], "s2": 0.752, "elements": ["C", "C", "C", "C", "C", "N", "H", "H", "H", "H", "H", "H", "H", "H", "H", "H", "H", "H", "H", "O"], "positions_angstrom": [[1.24, 1.70, -1.33], [0.12, 0.90, -1.86], [0.29, -0.66, -1.44], [0.29, -0.94, 0.13], [-1.95, -0.34, 0.21], [-0.81, -0.30, 0.78], [1.12, 2.81, -1.56], [1.31, 1.59, -0.25], [2.22, 1.36, -1.72], [-0.84, 1.17, -1.45], [0.08, 0.99, -2.92], [-0.63, -1.00, -1.83], [1.04, -1.12, -2.02], [1.14, -0.26, 0.43], [0.46, -1.91, 0.55], [-2.80, 0.26, 0.65], [-2.28, -0.73, -0.70], [0.06, -0.31, 2.32], [0.13, -0.17, 3.87], [0.59, -0.56, 3.12]]}

=====

[2]
{"formula": "C5H13NO", "method": "ωB97M-V with the def2-TZVPD basis set", "spin_multiplicity": 2, "charge": -1, "homo_lumo_gap_ev": [2.34, 9.15], "s2": 0.750, "elements": ["C", "C", "C", "C", "C", "N", "H", "H", "H", "H", "H", "H", "H", "H", "H", "H", "H", "H", "H", "O"], "positions_angstrom": [[-1.72, -0.42, -0.77], [-2.05, -0.02, 0.66], [-0.86, 0.51, 1.49], [0.19, 1.25, 0.68], [1.32, 0.69, 0.27], [0.01, 2.67, 0.61], [-0.92, -1.16, -0.80], [-2.60, -0.89, -1.19], [-1.42, 0.44, -1.38], [-2.44, -0.90, 1.18], [-2.86, 0.71, 0.59], [-0.36, -0.36, 1.92], [-1.15, 1.14, 2.33], [1.55, -0.37, 0.19], [2.07, 1.36, -0.12], [-0.64, 2.99, -0.09], [0.90, 3.15, 0.64], [4.30, -3.38, -1.66], [2.99, -4.02, -2.12], [3.69, -3.41, -2.42]]}

=====

[3]
{"formula": "C5H13NO", "method": "ωB97M-V with the def2-TZVPD basis set", "spin_multiplicity": 2, "charge": -1, "homo_lumo_gap_ev": [2.88, 9.91], "s2": 0.750, "elements": ["C", "C", "O", "N", "H", "H", "H", "H", "H", "C", "C", "C", "H", "H", "H", "H", "H", "H", "H", "H"], "positions_angstrom": [[1.18, 2.70, -1.38], [-0.03, 1.81, -1.48], [-0.99, 1.91, -0.73], [0.05, 0.85, -2.44], [0.90, 3.62, -0.87], [1.72, 2.88, -2.30], [-0.62, 0.09, -2.37], [0.94, 0.56, -2.83], [1.86, 2.20, -0.68], [-0.59, -1.12, 1.83], [-1.56, -2.13, 1.16], [0.81, -1.21, 1.27], [-1.01, -0.14, 1.59], [-0.67, -1.23, 2.91], [-2.28, -2.48, 1.90], [-1.05, -2.98, 0.72], [0.79, -1.07, 0.19], [1.47, -0.44, 1.65], [-2.17, -1.65, 0.39], [1.25, -2.19, 1.46]]}

=====

[4]
{"formula": "C5H13NO", "method": "ωB97M-V with the def2-TZVPD basis set", "charge": 0, "smiles": "C=C(CC)NC.O", "homo_lumo_gap_ev": 9.21, "elements": ["C", "C", "C", "C", "C", "N", "H", "H", "H", "H", "H", "H", "H", "H", "H", "H", "H", "H", "H", "O"], "positions_angstrom": [[0.49, 0.63, 2.89], [0.87, 0.46, 1.41], [0.79, -0.99, 0.96], [1.88, -1.76, 0.81], [-1.65, -1.09, 0.57], [-0.46, -1.60, 1.29], [0.98, -0.19, 3.43], [-0.58, 0.55, 3.03], [1.01, 1.49, 3.31], [0.22, 1.02, 0.73], [1.92, 0.69, 1.27], [1.81, -2.73, 0.32], [2.84, -1.50, 1.23], [-1.28, -0.68, -0.37], [-2.26, -1.94, 0.28], [-2.26, -0.43, 1.18], [-0.26, -2.59, 1.18], [-1.49, 3.96, -5.83], [-0.47, 3.04, -6.56], [-1.40, 3.31, -6.52]]}

=====

[5]
{"formula": "C5H13NO", "method": "ωB97M-V with the def2-TZVPD basis set", "charge": 0, "smiles": "C=CC[C@H](C)N.O", "homo_lumo_gap_ev": 8.76, "elements": ["C", "C", "C", "C", "C", "N", "H", "H", "H", "H", "H", "H", "H", "H", "H", "H", "H", "H", "H", "O"], "positions_angstrom": [[1.78, -1.30, -1.00], [0.98, -0.04, -0.69], [0.17, 0.58, -1.82], [-0.25, 1.99, -1.64], [-1.56, 2.22, -1.89], [0.13, -0.25, 0.48], [2.22, -1.05, -1.98], [1.23, -2.24, -1.03], [2.62, -1.35, -0.30], [1.73, 0.74, -0.34], [0.79, 0.24, -2.69], [-0.70, -0.09, -2.02], [0.48, 2.74, -1.26], [-2.17, 2.82, -1.23], [-1.80, 2.23, -2.95], [0.23, 0.50, 1.14], [0.26, -1.13, 0.96], [-1.61, -2.31, 5.88], [-1.14, -3.03, 4.63], [-1.24, -2.15, 5.01]]}

=====

[6]
{"formula": "C5H13NO", "method": "ωB97M-V with the def2-TZVPD basis set", "charge": 0, "smiles": "C=C(C)CCN.O", "homo_lumo_gap_ev": 9.92, "elements": ["C", "C", "C", "C", "C", "N", "H", "H", "H", "H", "H", "H", "H", "H", "H", "H", "H", "H", "H", "O"], "positions_angstrom": [[-0.80, 1.05, -1.23], [-0.10, 1.18, 0.15], [1.07, 0.27, 0.26], [1.26, -0.81, 1.09], [2.15, 0.39, -0.90], [-1.18, -0.39, -1.63], [-0.01, 1.41, -2.04], [-1.74, 1.73, -0.94], [-0.76, 0.96, 0.98], [0.42, 2.14, 0.36], [2.11, -1.52, 1.00], [0.53, -1.12, 1.79], [2.13, 1.15, -1.62], [3.17, 0.22, -0.48], [2.03, -0.50, -1.61], [-0.94, -0.98, -0.78], [-0.57, -0.73, -2.37], [-3.34, -1.10, 2.05], [-2.41, -2.05, 2.91], [-3.02, -1.30, 3.01]]}

=====

[7]
{"formula": "C5H13NO", "method": "ωB97M-V with the def2-TZVPD basis set", "charge": 0, "smiles": "C/C=C/CNC.O", "homo_lumo_gap_ev": 9.45, "elements": ["C", "N", "C", "C", "C", "C", "H", "H", "H", "H", "H", "H", "H", "H", "H", "H", "H", "H", "H", "O"], "positions_angstrom": [[0.99, 0.53, 1.27], [0.12, -0.33, 0.47], [-0.07, 0.15, -0.94], [-2.28, -2.68, -2.32], [-1.47, -1.76, -1.46], [-0.49, -0.95, -1.89], [2.06, 0.66, 1.04], [0.89, 0.06, 2.24], [0.59, 1.55, 1.18], [0.45, -1.28, 0.40], [-0.76, 0.99, -1.04], [0.92, 0.58, -1.12], [-3.34, -2.44, -2.42], [-2.29, -3.72, -1.97], [-1.88, -2.51, -3.32], [-1.75, -1.64, -0.41], [0.07, -1.25, -2.76], [2.80, 4.02, 3.87], [2.58, 5.46, 4.49], [2.86, 4.57, 4.69]]}

=====

[8]
{"formula": "C5H13NO", "method": "ωB97M-V with the def2-TZVPD basis set", "charge": 0, "smiles": "CC/C(C)=C/N.O", "homo_lumo_gap_ev": 9.02, "elements": ["C", "C", "C", "C", "N", "C", "H", "H", "H", "H", "H", "H", "H", "H", "H", "H", "H", "H", "H", "O"], "positions_angstrom": [[-1.40, -1.79, -1.26], [-1.08, -0.29, -1.61], [-0.42, 0.52, -0.45], [-0.55, 0.26, 0.85], [-0.02, 0.96, 1.98], [0.51, 1.66, -0.52], [-0.69, -2.55, -1.63], [-1.12, -1.78, -0.36], [-2.45, -1.99, -1.32], [-0.27, -0.27, -2.42], [-1.96, 0.32, -1.91], [-1.34, -0.38, 1.13], [0.35, 1.93, 1.90], [0.52, 0.63, 2.72], [1.38, 1.59, 0.14], [-0.18, 2.54, -0.26], [0.90, 1.88, -1.45], [2.28, -1.93, 0.85], [1.61, -0.73, 1.33], [2.34, -1.03, 0.67]]}

=====

[9]
{"formula": "C5H13NO", "method": "ωB97M-V with the def2-TZVPD basis set", "charge": 0, "homo_lumo_gap_ev": 3.39, "elements": ["C", "C", "C", "C", "N", "C", "O", "H", "H", "H", "H", "H", "H", "H", "H", "H", "H", "H", "H", "H"], "positions_angstrom": [[-0.66, 1.25, 1.02], [-1.30, 0.51, -0.24], [-1.40, -1.00, 0.05], [-0.16, -1.88, -0.13], [-2.68, 0.84, -0.53], [2.98, 0.54, -0.36], [2.11, -0.23, 0.40], [-0.76, 2.33, 0.77], [0.34, 0.82, 1.17], [-1.37, 1.08, 1.87], [-0.58, 0.57, -1.15], [-1.87, -1.10, 1.07], [-2.19, -1.32, -0.63], [0.19, -1.81, -1.18], [-0.32, -2.92, 0.25], [0.71, -1.58, 0.51], [-2.66, 1.65, -1.10], [3.38, -0.10, -1.24], [3.73, 0.95, 0.34], [2.49, 1.38, -0.89]]}

=====

[10]
{"formula": "C5H13NO", "method": "ωB97M-V with the def2-TZVPD basis set", "charge": 0, "smiles": "CCC/C=C/N.O", "homo_lumo_gap_ev": 9.03, "elements": ["C", "C", "C", "C", "C", "N", "H", "H", "H", "H", "H", "H", "H", "H", "H", "H", "H", "H", "H", "O"], "positions_angstrom": [[-1.84, 0.39, -2.17], [-1.91, 0.80, -0.70], [-0.65, 1.50, -0.19], [0.37, 0.51, 0.31], [1.32, 0.76, 1.21], [2.27, -0.18, 1.64], [-2.72, -0.22, -2.38], [-1.77, 1.26, -2.81], [-0.96, -0.23, -2.38], [-2.05, -0.13, -0.14], [-2.81, 1.37, -0.51], [-0.88, 2.25, 0.56], [-0.16, 2.03, -1.01], [0.24, -0.51, -0.03], [1.19, 1.64, 1.83], [1.89, -1.12, 1.67], [2.81, 0.07, 2.45], [2.44, -3.91, 1.12], [1.59, -2.68, 0.86], [1.64, -3.62, 0.67]]}

=====

[11]
{"formula": "C5H13NO", "method": "ωB97M-V with the def2-TZVPD basis set", "charge": 0, "smiles": "CC(C)[C@H](N)CO", "homo_lumo_gap_ev": 9.89, "elements": ["C", "O", "C", "C", "C", "C", "N", "H", "H", "H", "H", "H", "H", "H", "H", "H", "H", "H", "H", "H"], "positions_angstrom": [[-1.40, -0.69, -0.26], [-2.75, -0.50, 0.17], [-0.38, -0.14, 0.72], [0.85, 0.45, 0.02], [1.51, -0.54, -0.95], [0.62, 1.85, -0.55], [0.08, -1.22, 1.64], [-1.25, -0.23, -1.25], [-1.31, -1.75, -0.45], [-2.96, 0.44, 0.10], [-0.80, 0.62, 1.38], [1.62, 0.57, 0.79], [1.90, -1.37, -0.35], [2.26, -0.04, -1.55], [0.77, -1.01, -1.59], [-0.01, 2.41, 0.16], [0.03, 1.88, -1.47], [1.54, 2.41, -0.60], [0.04, -1.03, 2.62], [-0.35, -2.11, 1.43]]}

=====

[12]
{"formula": "C5H13NO", "method": "ωB97M-V with the def2-TZVPD basis set", "charge": 0, "smiles": "CCC[C@H](N)CO", "homo_lumo_gap_ev": 9.96, "elements": ["C", "O", "C", "C", "C", "C", "N", "H", "H", "H", "H", "H", "H", "H", "H", "H", "H", "H", "H", "H"], "positions_angstrom": [[-0.68, 0.92, 1.02], [-0.99, 1.93, 0.08], [0.68, 0.24, 0.69], [0.58, -1.07, -0.15], [0.32, -0.97, -1.63], [-1.20, -1.11, -1.89], [1.38, -0.05, 1.91], [-0.81, 1.18, 2.11], [-1.53, 0.25, 1.08], [-0.66, 2.80, 0.21], [1.29, 0.91, -0.01], [1.56, -1.67, 0.03], [-0.29, -1.65, 0.26], [0.62, -0.12, -2.14], [0.77, -1.82, -2.16], [-1.23, -1.02, -3.09], [-1.73, -0.35, -1.41], [-1.62, -2.04, -1.56], [2.43, -0.23, 1.82], [1.17, 0.66, 2.54]]}

=====

We obtain energy relative to the best compared isomer or geometry (same formula, charge and spin) values of 171.5; 132.2; 0.0; 206.1; 379.1; 263.4; 232.5; 326.4; 842.7; 148.0; 101.8; 205.0 kJ/mol for the records listed above, in that order.